No. 1
A cluster of 11 separate species, C9H39NO11 in total. Source: the Open Molecules 2025 dataset; level of theory: the ωB97M-V functional and the def2-TZVPD basis.

XYZ file:
```
60
C9H39NO11 | the Open Molecules 2025 dataset | the ωB97M-V functional and the def2-TZVPD basis
C -1.64 2.21 -2.09
C -0.20 2.23 -1.51
C 0.23 3.73 -1.08
C -0.23 1.34 -0.19
C 1.22 1.13 0.30
C 2.00 0.52 -0.93
C 1.99 1.24 -2.29
C 2.88 2.50 -2.19
C 2.58 0.30 -3.34
N 0.58 1.51 -2.57
O 0.43 2.27 -3.82
H -2.29 2.52 -1.24
H -1.92 2.87 -2.87
H -1.88 1.30 -2.59
H 1.07 3.76 -0.36
H 0.60 4.31 -1.97
H -0.57 4.25 -0.56
H -0.83 1.85 0.49
H -0.68 0.32 -0.42
H 1.69 1.98 0.78
H 1.25 0.31 1.02
H 1.54 -0.50 -0.97
H 3.07 0.32 -0.73
H 3.90 2.08 -2.02
H 2.69 3.07 -1.27
H 2.93 3.10 -3.09
H 1.91 -0.52 -3.42
H 3.52 -0.07 -2.94
H 2.79 0.86 -4.21
H 0.57 3.21 -3.62
O -2.72 -0.54 1.32
H -2.70 -0.14 2.21
H -2.48 0.15 0.72
O -0.35 -1.23 -3.42
H 0.21 -1.06 -4.16
H -0.09 -0.59 -2.69
O -0.05 0.62 3.20
H 0.51 -0.14 3.04
H -0.87 0.37 2.85
O -1.07 -3.31 1.83
H -0.59 -3.34 1.00
H -1.42 -2.41 1.84
O 0.34 -3.14 -0.72
H 1.15 -3.68 -0.67
H -0.09 -3.38 -1.57
O -1.08 -1.72 5.69
H -1.05 -2.63 5.42
H -0.19 -1.52 6.02
O -1.39 -4.54 4.35
H -0.99 -4.45 3.45
H -2.37 -4.42 4.28
O -2.83 0.02 4.05
H -3.68 -0.37 4.35
H -2.14 -0.38 4.66
O -2.67 -1.82 -1.59
H -2.94 -1.87 -2.48
H -1.74 -1.59 -1.66
O 1.48 -1.95 2.60
H 1.94 -2.40 3.27
H 0.70 -2.55 2.48
```

- SMILES = CC1(C)CCCC(C)(C)N1O.O.O.O.O.O.O.O.O.O.O
- orbital gap (eV) = 9.5080


No. 2
The molecule C14H13N5O3S2. Source: the Open Molecules 2025 dataset; level of theory: the ωB97M-V functional and the def2-TZVPD basis.

XYZ file:
```
37
C14H13N5O3S2 | the Open Molecules 2025 dataset | the ωB97M-V functional and the def2-TZVPD basis
C 4.16 1.56 -1.87
O 3.34 2.44 -1.12
C 2.01 2.18 -1.05
C 1.35 1.17 -1.75
C 0.00 0.95 -1.55
C -0.71 1.71 -0.64
N -2.02 1.39 -0.25
C -2.84 0.49 -0.84
O -2.73 0.11 -1.99
C -3.88 -0.12 0.09
S -3.49 -1.91 0.19
C -1.79 -1.78 0.45
N -1.26 -0.83 1.12
N 0.08 -0.86 1.08
C 0.90 0.10 1.71
O 0.43 0.99 2.37
C 2.31 -0.16 1.42
C 3.30 0.78 2.00
N 2.73 -1.15 0.70
N 1.90 -2.04 0.16
C 0.64 -1.88 0.35
S -0.63 -2.89 -0.30
C -0.06 2.75 0.03
C 1.27 2.99 -0.19
H 5.18 1.91 -1.73
H 4.07 0.53 -1.50
H 3.91 1.59 -2.93
H 1.88 0.54 -2.45
H -0.49 0.17 -2.10
H -2.25 1.70 0.69
H -4.88 -0.08 -0.35
H -3.88 0.31 1.09
H 3.03 1.03 3.02
H 4.30 0.35 1.96
H 3.30 1.71 1.42
H -0.61 3.36 0.74
H 1.78 3.79 0.33
```

- SMILES = COc1ccc(NC(=O)CSc2nn3c(=O)c(C)nnc3s2)cc1
- orbital gap (eV) = 7.9091


No. 3
The molecule C5H9N. Source: the Open Molecules 2025 dataset; level of theory: the ωB97M-V functional and the def2-TZVPD basis.

XYZ file:
```
15
C5H9N | the Open Molecules 2025 dataset | the ωB97M-V functional and the def2-TZVPD basis
C -1.78 -0.91 -0.33
C 0.73 1.86 0.09
C 0.22 0.46 0.18
C 0.73 -0.63 1.03
C 1.25 -0.81 -0.27
N -1.10 0.22 0.26
H 0.22 -1.28 1.72
H -2.48 -0.52 -1.08
H -2.39 -1.41 0.42
H -1.14 -1.65 -0.82
H 0.15 2.48 0.77
H 1.78 1.92 0.37
H 0.61 2.25 -0.92
H 1.00 -1.65 -0.92
H 2.19 -0.33 -0.50
```

- orbital gap (alpha / beta) (eV) = 8.3666 / 8.3867


No. 4
A structure of composition C26H33NOS5Tc. Source: the Open Molecules 2025 dataset; level of theory: the ωB97M-V functional and the def2-TZVPD basis.

XYZ file:
```
67
C26H33NOS5Tc | the Open Molecules 2025 dataset | the ωB97M-V functional and the def2-TZVPD basis
Tc -0.96 0.43 -0.72
C -0.77 -1.32 -3.66
C -1.12 0.13 -4.02
S -2.24 0.72 -2.72
C -2.53 2.52 -2.71
C -3.33 2.77 -1.43
S -2.43 2.18 0.07
C -3.70 1.29 1.08
C -3.23 -0.11 1.49
S -2.84 -0.94 -0.08
C -1.98 -2.53 0.13
C -1.47 -2.86 -1.27
S -0.29 -1.56 -1.88
H 0.08 -1.65 -4.25
H -1.61 -1.99 -3.84
H -1.66 0.14 -4.97
H -0.24 0.77 -4.10
H -3.14 2.79 -3.58
H -1.59 3.06 -2.75
H -4.29 2.25 -1.46
H -3.51 3.84 -1.30
H -4.61 1.25 0.49
H -3.90 1.90 1.96
H -4.04 -0.63 1.99
H -2.35 -0.09 2.13
H -2.70 -3.29 0.45
H -1.20 -2.44 0.88
H -2.29 -2.92 -1.98
H -0.94 -3.81 -1.27
O -0.01 -0.01 1.16
S 1.37 -0.62 1.52
C 2.01 0.42 2.86
C 1.17 1.26 3.62
C 1.72 1.94 4.67
C 3.11 1.80 4.96
C 3.94 0.96 4.16
C 3.39 0.28 3.11
C 1.06 -2.10 2.42
C 0.15 -2.13 3.48
C -0.01 -3.31 4.18
C 0.75 -4.42 3.84
C 1.67 -4.38 2.79
C 1.83 -3.20 2.07
H 0.12 1.35 3.38
H 1.11 2.58 5.30
H 3.54 2.34 5.79
H 4.99 0.87 4.39
H 4.00 -0.37 2.49
H -0.42 -1.24 3.75
H -0.71 -3.36 5.00
H 0.63 -5.34 4.40
H 2.25 -5.25 2.54
H 2.54 -3.15 1.25
N 0.75 1.79 -1.13
C 1.35 1.77 -2.47
C 1.14 2.83 -3.33
C 1.68 2.79 -4.61
C 2.41 1.68 -5.02
C 2.64 0.64 -4.14
C 2.11 0.67 -2.86
H 1.50 1.57 -0.46
H 0.51 2.76 -0.90
H 0.62 3.73 -3.00
H 1.54 3.62 -5.28
H 2.84 1.66 -6.02
H 3.26 -0.20 -4.44
H 2.32 -0.13 -2.15
```

- 2S+1 = 4
- net charge = +4
- orbital gap (alpha / beta) (eV) = 7.6579 / 3.8354


No. 5
The molecule C23H21N3O5. Source: the Open Molecules 2025 dataset; level of theory: the ωB97M-V functional and the def2-TZVPD basis.

XYZ file:
```
52
C23H21N3O5 | the Open Molecules 2025 dataset | the ωB97M-V functional and the def2-TZVPD basis
C -3.08 3.93 -1.56
C -2.39 2.73 -1.50
O -1.83 2.43 -0.28
C -2.83 1.70 0.61
N -4.02 1.48 0.21
C -5.10 1.12 0.71
C -4.89 0.72 2.04
C -3.61 0.92 2.69
C -2.74 1.24 1.80
C -1.28 1.43 2.36
O -1.00 1.64 3.72
N -0.29 1.50 1.67
C 1.18 1.71 1.87
C 1.63 1.93 3.33
C 3.05 2.23 3.63
C 3.93 1.87 2.60
C 3.32 1.58 1.23
C 2.06 1.24 1.06
C 1.72 0.88 -0.45
O 0.60 1.01 -0.85
N 2.44 -0.06 -0.96
C 2.13 -0.54 -2.50
C 1.72 -1.96 -2.04
C 0.68 -2.18 -1.44
C -0.10 -3.56 -1.35
C 0.94 -4.69 -1.55
C 2.15 -4.35 -2.09
C 2.52 -3.09 -2.47
O 2.70 -5.56 -2.41
C 1.96 -6.51 -2.00
O 0.74 -5.93 -1.51
H -4.01 3.72 -1.18
H -2.51 4.75 -1.23
H -3.26 4.22 -2.74
H -1.51 2.75 -2.06
H -2.93 1.87 -1.98
H -6.15 1.03 0.24
H -5.65 0.46 2.88
H -3.35 0.68 3.80
H -0.41 1.66 0.74
H 0.86 2.18 3.88
H 3.39 2.49 4.55
H 5.01 1.98 2.73
H 4.17 1.08 0.62
H 3.27 -0.53 -0.32
H 3.08 -0.75 -2.88
H 1.47 0.01 -2.50
H -0.13 -1.45 -1.26
H -0.97 -3.87 -0.64
H 3.64 -2.87 -2.93
H 2.09 -7.23 -1.25
H 1.58 -7.08 -3.02
```

- SMILES = CCOc1ncccc1C(=O)Nc1ccccc1C(=O)NCc1ccc2c(c1)OCO2
- orbital gap (eV) = 8.5969


No. 6
A cluster of 2 separate species, C4H13N2 in total. Source: the Open Molecules 2025 dataset; level of theory: the ωB97M-V functional and the def2-TZVPD basis.

XYZ file:
```
19
C4H13N2 | the Open Molecules 2025 dataset | the ωB97M-V functional and the def2-TZVPD basis
C -0.24 -2.27 0.53
C 1.02 -2.11 1.02
N -1.34 -1.49 0.99
H -0.40 -2.85 -0.38
H 1.94 -2.49 0.48
H 1.17 -1.71 2.07
H -1.16 -1.16 1.96
H -1.31 -0.03 -0.08
H -2.19 -2.01 0.92
C 0.95 2.39 -1.05
C 0.47 1.17 -0.24
N -0.95 0.78 -0.70
H 0.56 3.34 -0.61
H 2.03 2.43 -1.21
H 0.49 2.31 -2.01
H 1.14 0.38 -0.42
H 0.38 1.38 0.86
H -0.93 0.41 -1.60
H -1.64 1.54 -0.55
```

- net charge = +1
- orbital gap (eV) = 9.6486


No. 7
The ion C3H8N2P with charge +1. Source: the Open Molecules 2025 dataset; level of theory: the ωB97M-V functional and the def2-TZVPD basis.

XYZ file:
```
14
C3H8N2P | the Open Molecules 2025 dataset | the ωB97M-V functional and the def2-TZVPD basis
C -0.44 -1.45 -0.01
C 0.08 1.12 0.22
C -1.31 0.80 -0.32
N 1.04 0.29 -0.47
N -1.41 -0.70 0.02
P 2.56 -0.06 -0.02
H -0.17 -2.42 0.48
H 0.33 2.20 -0.01
H -0.01 0.96 1.25
H -2.25 1.29 0.10
H -1.28 0.86 -1.37
H -2.33 -1.16 0.07
H 2.48 -0.72 1.08
H 2.72 -1.01 -1.02
```

- net charge = +1
- orbital gap (alpha / beta) (eV) = 7.9584 / 7.4534


No. 8
The molecule C7H10N2. Source: the Open Molecules 2025 dataset; level of theory: the ωB97M-V functional and the def2-TZVPD basis.

XYZ file:
```
19
C7H10N2 | the Open Molecules 2025 dataset | the ωB97M-V functional and the def2-TZVPD basis
C 0.20 0.50 -0.33
C -0.94 -1.80 -0.89
C -1.03 0.87 -0.15
C 0.00 -2.60 -0.47
C 1.48 0.31 -0.33
C -1.19 2.33 0.03
C 2.15 0.04 0.95
N -2.11 0.17 -0.32
N -2.05 -1.14 -0.63
H 0.13 -2.76 0.59
H 0.92 -2.73 -1.04
H 2.11 0.46 -1.21
H -2.28 2.52 0.00
H -0.53 2.85 -0.70
H -0.94 2.49 1.06
H 1.55 -0.43 1.67
H 2.35 0.92 1.55
H 3.14 -0.35 0.91
H -2.97 -1.64 -0.71
```

- 2S+1 = 3
- orbital gap (alpha / beta) (eV) = 6.9457 / 7.9403


No. 9
A cluster of 11 separate species, C38H73F15N3O25P3 in total. Source: the Open Molecules 2025 dataset; level of theory: the ωB97M-V functional and the def2-TZVPD basis.

XYZ file:
```
157
C38H73F15N3O25P3 | the Open Molecules 2025 dataset | the ωB97M-V functional and the def2-TZVPD basis
C -4.09 2.23 1.01
C -2.99 3.25 1.23
O -2.87 3.74 2.59
C -2.35 2.94 3.48
O -2.22 1.78 3.46
C -1.93 3.78 4.76
F -0.63 3.56 5.05
F -2.08 5.08 4.56
F -2.70 3.37 5.79
H -4.02 1.42 1.74
H -4.00 1.90 -0.02
H -5.08 2.69 1.17
H -3.12 4.14 0.61
H -2.02 2.85 0.91
C -0.20 -2.98 -3.77
C 0.79 -3.86 -4.48
O 1.98 -3.05 -4.86
C 2.91 -3.60 -5.61
O 2.93 -4.67 -6.09
C 4.15 -2.64 -5.78
F 4.55 -2.61 -7.04
F 3.93 -1.39 -5.41
F 5.16 -3.13 -5.03
H -1.11 -3.55 -3.57
H -0.49 -2.07 -4.29
H 0.16 -2.62 -2.81
H 0.46 -4.31 -5.43
H 1.23 -4.65 -3.85
C 2.17 -1.83 3.75
C 2.04 -2.48 5.10
O 1.86 -1.48 6.16
C 0.71 -1.44 6.83
O -0.31 -1.90 6.57
C 0.89 -0.54 8.13
F 1.67 0.53 7.89
F -0.26 -0.10 8.61
F 1.47 -1.30 9.09
H 1.25 -1.29 3.50
H 2.43 -2.60 3.02
H 3.01 -1.12 3.76
H 2.97 -3.01 5.33
H 1.19 -3.17 5.18
C -7.01 -1.01 1.30
C -5.89 -1.99 1.56
O -5.59 -2.03 2.98
C -4.50 -2.70 3.33
O -3.74 -3.31 2.68
C -4.26 -2.55 4.84
F -5.16 -1.94 5.62
F -4.06 -3.79 5.29
F -3.12 -1.88 4.99
H -7.06 -0.84 0.23
H -6.80 -0.05 1.78
H -7.99 -1.42 1.56
H -4.94 -1.78 1.06
H -6.12 -3.01 1.26
C 0.03 5.76 -2.21
C -0.16 4.76 -3.34
O -1.21 3.79 -2.97
C -1.89 3.19 -3.99
O -1.90 3.42 -5.10
C -2.73 1.95 -3.41
F -2.36 0.80 -4.01
F -2.58 1.81 -2.09
F -4.04 2.08 -3.65
H -0.91 6.29 -2.03
H 0.80 6.45 -2.55
H 0.30 5.24 -1.28
H 0.73 4.16 -3.56
H -0.46 5.25 -4.27
C -7.33 -4.04 -1.70
O -7.30 -2.58 -1.60
P -6.67 -1.76 -2.81
O -7.14 -2.21 -4.14
O -6.91 -0.25 -2.38
C -7.05 0.80 -3.39
O -5.12 -1.91 -2.50
C -4.14 -1.90 -3.57
H -7.22 -4.41 -2.72
H -8.31 -4.37 -1.35
H -6.50 -4.43 -1.11
H -6.57 1.69 -2.97
H -8.09 1.00 -3.68
H -6.53 0.54 -4.31
H -4.03 -2.93 -3.93
H -3.19 -1.57 -3.14
H -4.45 -1.26 -4.39
C 1.48 2.11 3.33
O 2.09 3.07 2.37
P 1.54 4.57 2.24
O 0.13 4.64 1.87
O 1.82 5.27 3.68
C 3.18 5.42 4.21
O 2.59 5.26 1.24
C 2.27 6.58 0.70
H 0.51 1.85 2.91
H 1.45 2.62 4.30
H 2.19 1.28 3.38
H 3.92 4.90 3.60
H 3.17 4.99 5.21
H 3.40 6.49 4.20
H 3.02 6.73 -0.07
H 2.42 7.30 1.51
H 1.24 6.56 0.36
C 0.80 -2.67 0.20
O 0.81 -1.40 -0.51
P -0.55 -0.53 -0.67
O -1.63 -1.15 -1.45
O -0.98 -0.11 0.82
C -1.73 -0.98 1.73
O -0.07 0.81 -1.31
C 0.90 1.74 -0.75
H -0.22 -3.06 0.27
H 1.13 -2.55 1.24
H 1.46 -3.35 -0.32
H -1.16 -1.15 2.65
H -1.98 -1.94 1.25
H -2.66 -0.49 2.00
H 0.91 1.60 0.33
H 0.59 2.74 -1.03
H 1.87 1.57 -1.22
C 4.71 5.81 -2.86
N 4.50 4.42 -2.58
C 4.79 3.96 -1.21
C 3.96 3.60 -3.50
O 3.49 2.51 -3.29
H 5.77 6.08 -2.98
H 4.32 6.42 -2.05
H 4.16 6.07 -3.76
H 4.53 4.73 -0.49
H 4.18 3.08 -1.01
H 5.87 3.81 -1.09
H 3.96 4.02 -4.53
C 4.15 -0.16 -1.49
N 4.45 -1.36 -0.71
C 4.88 -2.51 -1.51
C 4.12 -1.52 0.59
O 4.22 -2.53 1.22
H 4.90 -0.09 -2.28
H 4.15 0.72 -0.85
H 3.13 -0.16 -1.89
H 5.48 -3.16 -0.89
H 4.00 -3.04 -1.92
H 5.47 -2.13 -2.34
H 3.75 -0.58 1.02
C 3.25 -5.70 -0.34
N 4.37 -6.60 -0.16
C 4.28 -7.86 -0.86
C 5.50 -6.26 0.56
O 6.48 -6.98 0.74
H 2.36 -6.15 0.12
H 3.06 -5.53 -1.41
H 3.46 -4.72 0.09
H 5.29 -8.27 -1.04
H 3.66 -8.59 -0.33
H 3.77 -7.70 -1.81
H 5.44 -5.25 1.00
```

- SMILES = CCOC(=O)C(F)(F)F.CCOC(=O)C(F)(F)F.CCOC(=O)C(F)(F)F.CCOC(=O)C(F)(F)F.CCOC(=O)C(F)(F)F.COP(=O)(OC)OC.COP(=O)(OC)OC.COP(=O)(OC)OC.CN(C)C=O.CN(C)C=O.CN(C)C=O
- orbital gap (eV) = 9.3168


No. 10
A cluster of 2 separate species, C14H16 in total. Source: the Open Molecules 2025 dataset; level of theory: the ωB97M-V functional and the def2-TZVPD basis.

XYZ file:
```
30
C14H16 | the Open Molecules 2025 dataset | the ωB97M-V functional and the def2-TZVPD basis
C -4.22 0.59 -2.29
C -3.00 0.37 -3.13
C -2.11 -0.64 -2.71
C -0.98 -0.97 -3.43
C -0.74 -0.27 -4.63
C -1.57 0.73 -5.05
C -2.69 1.07 -4.27
H -4.83 -0.32 -2.26
H -4.85 1.43 -2.55
H -3.95 0.69 -1.23
H -2.36 -0.95 -1.71
H -0.36 -1.80 -3.15
H 0.11 -0.58 -5.23
H -1.39 1.32 -5.94
H -3.34 1.86 -4.65
C 1.10 1.52 4.14
C 1.92 0.35 3.66
C 1.61 -0.97 3.91
C 2.48 -2.00 3.52
C 3.68 -1.72 2.91
C 4.04 -0.40 2.68
C 3.15 0.60 3.03
H 0.70 1.38 5.14
H 0.31 1.76 3.43
H 1.71 2.41 4.14
H 0.74 -1.34 4.44
H 2.12 -3.02 3.56
H 4.38 -2.52 2.66
H 4.95 -0.21 2.15
H 3.39 1.63 2.85
```

- SMILES = Cc1ccccc1.Cc1ccccc1
- orbital gap (eV) = 9.8602